[1]
{"formula": "C6H15N2", "method": "ωB97M-V with the def2-TZVPD basis set", "lumo_ev": -3.38, "e_above_lowest_kj_mol": 254.8, "gap_ev": 7.89, "smiles": "C[C@H]([NH3+])CC/C=C/N", "energy_ha": -346.81553, "total_charge": 1, "spin_multiplicity": 1, "species": ["C", "H", "C", "H", "H", "H", "H", "H", "C", "H", "H", "H", "H", "H", "C", "H", "C", "C", "H", "N", "N", "H", "H"], "positions_angstrom": [[-0.29808, 1.10896, 1.10121], [1.56647, -3.65321, -2.46923], [-0.12303, -1.37782, -0.87795], [0.33876, 1.64125, -0.90181], [-1.98981, -0.57393, -1.06490], [0.27067, 3.32230, 1.47915], [1.77527, 0.68745, 0.81186], [-1.35635, 1.81658, -0.48643], [0.15063, -2.26343, -1.83626], [-0.38733, 2.25900, 2.82924], [-0.23175, -2.11667, -2.89575], [1.37115, 0.75084, 2.46860], [-1.34569, 2.92781, 1.50491], [1.19014, -3.70782, -0.82168], [-0.35811, 2.45391, 1.73779], [-1.17300, -0.06165, -2.29185], [-0.96783, -0.13599, -1.14872], [-0.49606, 1.10253, -0.38609], [0.92676, -0.50205, 1.51150], [1.04825, 0.50983, 1.51593], [0.91917, -3.41182, -1.74833], [-1.01993, 0.61506, 1.80000], [0.18969, -1.39112, 0.16879]]}

---

[2]
{"formula": "C6H15N2", "method": "ωB97M-V with the def2-TZVPD basis set", "lumo_ev": -3.58, "e_above_lowest_kj_mol": 414.4, "gap_ev": 8.78, "smiles": "C=CCCNCC[NH3+]", "energy_ha": -346.75473, "total_charge": 1, "spin_multiplicity": 1, "species": ["C", "N", "H", "H", "H", "H", "H", "H", "H", "C", "N", "H", "H", "H", "H", "C", "H", "H", "H", "C", "C", "H", "C"], "positions_angstrom": [[-1.66039, -0.00126, 0.31116], [-0.49090, -1.60522, 2.16506], [-2.45794, -0.47161, 2.47191], [-1.46616, -0.70193, -0.57279], [1.12399, 1.74978, -3.34728], [-0.37758, -1.56239, 3.23489], [2.97348, 1.58638, -3.51939], [0.77153, -0.89275, -0.65964], [-0.36341, -2.53354, 1.97392], [0.79625, 0.06985, -1.19930], [-0.48559, 0.74097, 0.83837], [-0.69708, 1.27856, 1.63049], [2.85906, -0.07658, -1.46499], [0.31030, 2.18813, -0.39943], [0.37978, -1.19530, 1.82487], [0.44865, 1.09293, -0.15877], [-2.54125, 0.48506, -0.05717], [-0.12785, -0.07593, -1.90374], [-2.52723, -2.03047, 1.54707], [2.01863, 0.50290, -1.85875], [2.04133, 1.33912, -2.95644], [1.37970, 1.18451, 0.46875], [-1.90729, -1.07122, 1.63120]]}

---

[3]
{"formula": "C6H15N2", "method": "ωB97M-V with the def2-TZVPD basis set", "lumo_ev": -6.46, "e_above_lowest_kj_mol": 556.6, "gap_ev": 5.74, "energy_ha": -346.70059, "total_charge": 1, "spin_multiplicity": 1, "species": ["H", "H", "H", "C", "H", "H", "C", "C", "H", "H", "H", "H", "H", "H", "C", "H", "H", "N", "C", "H", "N", "H", "C"], "positions_angstrom": [[0.20743, -1.83804, -3.87725], [-0.66719, 1.25937, 0.11025], [-3.80230, 1.41700, 0.14962], [4.12947, -0.51330, -0.10623], [-0.95558, -1.11287, 1.51585], [-1.68438, 1.04932, 2.30709], [-1.69922, -0.57862, 0.92060], [-1.75451, 1.16575, -0.49312], [3.22916, -1.08942, -0.20453], [-1.72382, 1.59419, -1.49099], [-0.29676, -1.26056, -2.35720], [5.28214, 0.76962, 1.08531], [3.84405, 0.11573, 1.94336], [-2.40300, -1.35365, 0.56237], [-2.78908, 1.51334, 0.54863], [-3.16221, 0.19643, 2.36193], [4.83695, -0.39006, -0.92522], [0.37242, -1.77477, -2.89479], [4.37261, 0.16760, 1.00025], [0.92150, -2.43983, -2.39144], [-1.15217, 0.00535, -0.27905], [-2.70424, 2.55458, 0.84617], [-2.40125, 0.54283, 1.66842]]}

---

[4]
{"formula": "C6H15N2", "method": "ωB97M-V with the def2-TZVPD basis set", "lumo_ev": -4.97, "e_above_lowest_kj_mol": 338.8, "gap_ev": 7.72, "energy_ha": -346.78354, "total_charge": 1, "spin_multiplicity": 1, "species": ["H", "H", "H", "C", "C", "N", "N", "H", "H", "H", "H", "H", "C", "H", "H", "H", "H", "H", "H", "C", "H", "C", "C"], "positions_angstrom": [[-3.03961, -0.28564, 1.10237], [-3.61667, 1.04814, 0.00524], [2.63584, 1.41954, 0.21347], [-1.59435, 0.51038, -0.18640], [-1.38702, 1.97847, -0.45171], [3.10060, -0.62339, -0.00746], [-0.61300, -0.31280, -0.20942], [-1.74477, 1.93334, -1.47266], [-1.74365, -2.04496, 0.43256], [-0.28487, -2.34713, -0.60054], [-0.42239, 2.31189, -0.51255], [1.46369, -0.56826, -1.25778], [-0.82603, -1.68243, 0.24847], [2.47037, 0.34089, 1.60419], [3.94966, 0.91995, 1.07170], [-2.12381, 2.36339, 0.22920], [-3.41823, -0.63391, -0.41667], [3.89489, -1.12035, 0.18438], [2.60175, -1.98844, -1.48219], [3.02110, 0.55696, 0.72569], [-0.23652, -1.87479, 1.19457], [2.36812, -1.05237, -0.99001], [-3.03164, 0.17186, 0.13383]]}

---

[5]
{"formula": "C6H15N2", "method": "ωB97M-V with the def2-TZVPD basis set", "lumo_ev": [-3.42, -4.91], "e_above_lowest_kj_mol": 336.6, "gap_ev": [5.05, 8.48], "energy_ha": -346.61696, "total_charge": 1, "spin_multiplicity": 3, "species": ["C", "H", "C", "H", "H", "H", "H", "H", "C", "H", "H", "H", "H", "N", "H", "H", "C", "H", "C", "H", "C", "N", "H"], "positions_angstrom": [[1.22927, -0.13212, -0.71806], [-2.40850, 2.60636, 0.08883], [0.79705, -1.70288, -1.13412], [-3.27411, 0.50546, 1.78492], [3.13107, -0.51694, 0.12065], [2.53921, -2.64484, -0.27265], [-0.19879, -2.16262, -0.91557], [0.39917, 0.50266, -0.27400], [-0.93613, 1.80807, 1.24283], [1.61365, -0.55486, 1.31735], [1.14788, 1.13512, -2.21306], [-4.03601, 0.96297, 0.25431], [-0.32601, 0.95647, 1.72927], [1.72784, -2.15876, -0.00426], [1.08310, -2.12812, -2.13916], [2.58328, 0.33995, -2.15569], [2.04995, -0.76905, 0.38999], [1.26925, -2.60615, 0.71161], [-3.03240, 0.62846, 0.75504], [-0.39182, 2.78810, 1.25946], [-2.08458, 1.72650, 0.54412], [1.79408, 0.60760, -1.68347], [-2.69948, -0.34221, 0.34616]]}

---

[6]
{"formula": "C6H15N2O", "method": "ωB97M-V with the def2-TZVPD basis set", "lumo_ev": -3.62, "e_above_lowest_kj_mol": 426.8, "gap_ev": 8.83, "smiles": "CC[C@@H](N=O)C(C)(C)[NH3+]", "energy_ha": -421.95704, "total_charge": 1, "spin_multiplicity": 1, "species": ["H", "H", "H", "H", "C", "H", "N", "C", "H", "H", "H", "H", "C", "C", "H", "H", "H", "H", "O", "N", "C", "H", "H", "C"], "positions_angstrom": [[1.30876, -1.48542, -0.64891], [1.80015, 2.18333, 0.01707], [1.13622, 0.03738, 2.02766], [-2.34918, -1.51010, -1.58675], [0.21505, 0.95539, -0.59465], [-2.01711, 0.17750, 0.90417], [0.26050, 0.94683, -2.04669], [-1.76902, -0.67506, -1.34394], [2.40684, 1.22595, 2.13125], [-2.43892, 0.06570, -0.99158], [0.79548, -1.66980, 0.93615], [2.18646, 0.46343, -0.25355], [0.41122, -1.68378, -0.16434], [1.47853, 1.22886, 0.18772], [0.12442, -2.63189, -0.53763], [-1.44614, -0.36808, -2.25389], [-0.83828, -0.57252, 1.82455], [-0.58353, 1.79937, -0.54265], [1.20860, 1.32962, -2.65228], [-1.43029, -0.63538, 1.01905], [-0.65563, -0.65592, -0.31077], [-2.06396, -1.49357, 1.07416], [0.87399, 1.92534, 2.10529], [1.38583, 1.04282, 1.70057]]}

---

[7]
{"formula": "C6H15N2P", "method": "ωB97M-V with the def2-TZVPD basis set", "lumo_ev": 0.70, "e_above_lowest_kj_mol": 0.0, "gap_ev": 9.17, "smiles": "CN(C)/P=N/C(C)(C)C", "energy_ha": -688.41582, "total_charge": 0, "spin_multiplicity": 1, "species": ["H", "H", "H", "H", "H", "H", "C", "H", "H", "H", "N", "C", "H", "P", "C", "H", "H", "C", "C", "N", "H", "H", "H", "C"], "positions_angstrom": [[2.28938, 0.49198, 2.03425], [-2.74736, 1.98876, -0.52228], [3.36199, 0.89020, 0.83581], [1.64994, 1.14359, -1.26006], [2.37634, -1.78672, 1.36417], [-4.34149, -0.67579, 0.36487], [-2.27545, 1.42045, 0.22338], [2.99649, -1.80789, -0.20870], [-1.24080, 1.58999, 0.45917], [1.88217, 1.83425, 0.87120], [-2.30393, -0.01015, 0.04337], [2.30908, 0.83989, 1.04134], [1.46991, -2.43656, 0.10585], [-0.97014, -0.97423, -0.00665], [1.78299, 0.10324, -1.39092], [1.00518, -0.25199, -2.03190], [-4.07437, 0.06453, -1.13396], [1.60322, -0.22789, 0.06936], [2.11746, -1.61454, 0.34737], [0.21898, -0.02616, 0.36857], [-2.82725, 1.63150, 1.27113], [2.79030, -0.13393, -1.68472], [-3.52517, -1.47316, -0.84343], [-3.54747, -0.57935, -0.31723]]}

---

[8]
{"formula": "C6H15N3", "method": "ωB97M-V with the def2-TZVPD basis set", "lumo_ev": 0.89, "e_above_lowest_kj_mol": 0.0, "gap_ev": 9.95, "smiles": "[H]/N=C(\\N)NC(C)(C)CC", "energy_ha": -401.88728, "total_charge": 0, "spin_multiplicity": 1, "species": ["N", "H", "C", "H", "C", "H", "H", "N", "H", "H", "C", "H", "H", "H", "H", "C", "C", "C", "N", "H", "H", "H", "H", "H"], "positions_angstrom": [[-0.22729, 0.34535, -0.81410], [-3.26236, 0.66111, -1.75590], [2.42419, 1.14613, 0.07302], [-2.37976, -1.15585, -2.68743], [-0.99097, -0.21054, 1.49858], [1.04136, -2.03484, 1.28299], [-1.78213, -0.91079, 1.20905], [-1.42725, -1.00169, -2.34423], [1.74499, 0.30069, 1.92856], [3.22040, 1.68795, 0.59545], [0.70171, -1.63327, 0.32209], [1.54101, -1.67360, -0.37912], [-0.63355, -0.51734, 2.48797], [-1.44305, 0.78218, 1.59248], [2.05404, 1.80427, -0.71988], [1.31126, 0.78530, 1.04572], [-1.42910, -0.08897, -1.45367], [0.15652, -0.20671, 0.48010], [-2.50602, 0.62942, -1.08547], [-0.07328, -2.30230, -0.06987], [0.84141, 1.71323, 1.39174], [-2.25293, 1.54411, -0.73318], [2.87067, 0.26134, -0.38800], [0.50014, 0.07480, -1.47690]]}